Entry 1:
{"formula": "C14H18N4O4", "method": "ωB97M-V/def2-TZVPD", "symbols": ["C", "N", "C", "C", "C", "N", "C", "C", "C", "O", "N", "C", "O", "N", "C", "C", "C", "C", "C", "O", "C", "O", "H", "H", "H", "H", "H", "H", "H", "H", "H", "H", "H", "H", "H", "H", "H", "H", "H", "H"], "positions_angstrom": [[4.221923, 1.606720, 1.073003], [3.260629, 1.196532, 0.071777], [2.863929, 2.306872, -0.767713], [3.703658, 0.038452, -0.682945], [3.328890, -1.247031, 0.071727], [1.914426, -1.254483, 0.311897], [1.068688, -2.166707, -0.099134], [-0.305032, -2.107249, 0.067465], [-1.094211, -3.212950, -0.435857], [-0.654798, -4.199301, -0.990748], [-2.459095, -3.069901, -0.236741], [-3.115633, -2.020296, 0.357958], [-4.316192, -2.001531, 0.475726], [-2.305932, -1.000162, 0.820295], [-2.979767, 0.147113, 1.416872], [-3.570498, 1.026384, 0.363594], [-3.061625, 1.480210, -0.818236], [-4.085472, 2.256406, -1.414129], [-5.133514, 2.214446, -0.549147], [-4.830669, 1.470529, 0.526648], [-0.923634, -0.970322, 0.708008], [-0.293619, -0.013736, 1.146433], [5.158682, 1.981311, 0.630857], [4.458090, 0.767592, 1.724194], [3.784068, 2.396844, 1.679977], [2.463431, 3.096680, -0.134783], [3.696651, 2.719390, -1.357637], [2.077397, 1.982436, -1.446891], [3.189496, 0.029308, -1.646494], [4.788715, 0.046650, -0.874513], [3.610801, -2.126079, -0.512277], [3.854771, -1.278590, 1.031250], [1.509955, -0.413803, 0.738709], [1.463021, -3.047354, -0.596943], [-3.049234, -3.821599, -0.574750], [-2.223815, 0.683339, 1.998462], [-3.780865, -0.210414, 2.067390], [-2.082532, 1.289626, -1.208428], [-4.041173, 2.769740, -2.352625], [-6.109929, 2.654929, -0.582235]], "forces_ev_per_a": [[0.0, 0.0, 0.0], [0.0, -0.1, -0.1], [0.0, 0.0, 0.0], [-0.1, -0.3, 0.2], [0.5, 0.2, -0.2], [-0.3, 0.3, 0.1], [-0.3, -0.1, 0.1], [0.1, 0.1, 0.0], [0.0, 0.2, 0.1], [0.1, -0.2, -0.1], [-0.1, -0.4, -0.2], [0.1, -0.2, 0.0], [-0.2, 0.1, 0.0], [-0.1, 0.3, 0.3], [-0.2, 0.2, 0.2], [0.7, 0.0, -0.5], [-0.1, -0.3, 0.6], [-0.5, 0.1, 0.2], [0.2, 0.4, -0.8], [-0.1, -0.2, 0.5], [0.2, -0.4, -0.2], [0.1, 0.3, 0.0], [0.0, 0.0, 0.0], [0.1, 0.0, 0.1], [0.0, 0.0, 0.1], [0.0, 0.1, 0.0], [0.0, 0.0, 0.0], [0.0, 0.0, -0.1], [0.0, 0.0, 0.0], [0.0, 0.0, 0.0], [0.0, 0.0, 0.1], [0.0, -0.1, -0.1], [0.0, -0.2, -0.1], [0.1, 0.0, 0.0], [0.1, 0.2, 0.1], [-0.2, -0.1, -0.1], [0.1, 0.0, 0.0], [0.2, -0.1, 0.0], [-0.1, 0.1, -0.2], [-0.2, 0.0, 0.1]], "smiles": "CN(C)CCN/C=C1/C(=O)NC(=O)N(Cc2ccco2)C1=O", "homo_lumo_gap_ev": 8.92, "e_homo_ev": -8.437}

Entry 2:
{"formula": "C2H3Br3ClP", "method": "ωB97M-V/def2-TZVPD", "symbols": ["C", "C", "P", "Cl", "Br", "Br", "Br", "H", "H", "H"], "positions_angstrom": [[0.063005, 0.442276, -1.090409], [-0.526248, 0.319976, 0.207729], [0.082510, -0.794086, 1.639147], [-1.610479, 1.492506, 0.595753], [-1.813846, -1.998508, -0.361870], [1.664224, -1.978281, 0.669353], [1.284338, 0.901191, 2.489621], [-0.602191, 0.629313, -1.802379], [0.756455, -0.418806, -1.338637], [0.702231, 1.404419, -1.008307]], "forces_ev_per_a": [[5.6, -0.1, 1.7], [-0.3, -3.0, 0.6], [-0.8, 0.5, -0.5], [-1.0, 0.6, 0.6], [0.5, 1.3, 0.4], [0.1, 0.0, -0.1], [0.4, 0.3, 0.2], [-2.9, 0.6, -3.1], [-1.0, 1.1, 0.2], [-0.6, -1.3, -0.2]], "homo_lumo_gap_ev": 7.43, "e_homo_ev": -9.401}

Entry 3:
{"formula": "C2HFN2O2", "method": "ωB97M-V/def2-TZVPD", "symbols": ["C", "C", "N", "N", "O", "O", "F", "H"], "positions_angstrom": [[0.236808, 0.712617, 0.768287], [1.273469, 0.817040, -0.033793], [-0.720221, 0.745832, 1.471169], [-1.159456, -0.982651, -0.417934], [-1.122873, -1.752612, -1.333420], [-1.954416, -0.703193, 0.427025], [2.380590, 0.110214, 0.142811], [1.066098, 1.052752, -1.024146]], "forces_ev_per_a": [[-3.5, 0.7, 4.4], [1.7, -1.1, -1.3], [2.7, 1.2, -0.3], [-1.0, -0.6, -0.1], [-0.2, 0.4, 0.5], [-0.1, -1.6, -1.8], [0.3, 0.1, 0.3], [0.2, 0.9, -1.7]], "homo_lumo_gap_ev": [9.13, 7.43], "e_homo_ev": [-10.604, -9.418]}

Entry 4:
{"formula": "C49H34Cl8N5O4S2Y", "method": "ωB97M-V/def2-TZVPD", "symbols": ["Y", "C", "C", "C", "C", "N", "C", "C", "C", "C", "C", "C", "N", "C", "C", "C", "C", "C", "N", "H", "H", "H", "H", "H", "H", "H", "H", "H", "H", "H", "Cl", "C", "C", "Cl", "C", "Cl", "C", "O", "C", "Cl", "C", "Cl", "O", "Cl", "C", "C", "C", "C", "C", "C", "N", "C", "C", "N", "C", "O", "C", "C", "C", "Cl", "S", "C", "C", "C", "Cl", "C", "H", "H", "H", "H", "H", "H", "H", "H", "H", "H", "H", "H", "H", "O", "S", "C", "C", "C", "C", "C", "C", "C", "C", "C", "C", "C", "C", "H", "H", "H", "H", "H", "H", "H", "H", "H", "H"], "positions_angstrom": [[0.550363, 0.620691, 0.216944], [-2.439903, 4.165565, -0.541702], [-1.875662, 5.206925, -1.256423], [-0.550686, 5.113542, -1.637332], [0.172680, 3.974137, -1.285897], [-0.372286, 2.974484, -0.600273], [-1.655065, 3.066619, -0.235275], [1.604342, 3.803620, -1.662802], [2.284446, 4.798741, -2.358557], [3.616840, 4.607026, -2.657542], [4.236258, 3.447671, -2.242034], [3.492365, 2.492174, -1.547262], [2.193968, 2.664730, -1.284372], [4.133226, 1.241328, -1.030752], [5.486906, 0.992731, -1.258530], [6.070249, -0.145895, -0.737248], [5.284879, -1.000340, 0.009708], [3.950256, -0.682601, 0.175715], [3.353834, 0.404013, -0.334951], [-3.470025, 4.202092, -0.215058], [-2.455992, 6.084593, -1.511851], [-0.098269, 5.917413, -2.195094], [-1.988234, 2.213737, 0.355306], [1.791424, 5.707585, -2.661094], [4.171718, 5.361428, -3.200201], [5.280107, 3.298399, -2.453109], [6.089115, 1.673299, -1.834094], [7.118155, -0.355299, -0.908629], [5.686926, -1.899660, 0.453566], [3.308165, -1.343459, 0.778801], [2.187544, -6.828512, 1.132689], [1.885039, -5.239632, 0.533842], [1.625875, -4.186157, 1.406686], [1.621617, -4.468246, 3.106377], [1.364337, -2.919465, 0.907253], [1.050695, -1.615886, 2.016585], [1.339831, -2.605858, -0.471631], [1.083770, -1.455119, -0.950635], [1.657213, -3.705438, -1.318727], [1.666174, -3.379993, -3.015647], [1.903878, -4.977345, -0.837776], [2.222830, -6.264930, -1.941292], [-1.010062, 0.783307, 1.348648], [-4.187553, -3.691074, 3.148937], [-4.189047, -3.309979, 1.456898], [-5.353828, -2.848705, 0.860776], [-5.336804, -2.542235, -0.486609], [-4.185014, -2.690970, -1.254257], [-4.218876, -2.329560, -2.720740], [-4.245415, -0.811702, -2.918676], [-2.932579, -0.227774, -2.709285], [-2.013466, 0.094850, -3.683704], [-0.907214, 0.536548, -3.024093], [-1.126770, 0.473131, -1.669381], [-2.339888, 0.002516, -1.516880], [-5.377734, -2.899581, -3.316208], [-5.094867, -3.812721, -4.373807], [-4.149569, -4.909749, -3.964594], [-4.352902, -5.762503, -2.919912], [-5.738374, -5.835399, -1.912690], [-3.033749, -6.822298, -2.657381], [-2.177941, -6.147237, -3.974130], [-2.879115, -5.147103, -4.568198], [-3.042820, -3.164464, -0.624169], [-1.575184, -3.367116, -1.517674], [-3.027091, -3.472723, 0.729112], [-6.253327, -2.735002, 1.448709], [-6.244308, -2.199515, -0.968804], [-3.313573, -2.709977, -3.194355], [-4.944273, -0.354768, -2.217348], [-4.575814, -0.575639, -3.929665], [-2.238859, -0.005938, -4.731216], [0.027725, 0.881501, -3.433514], [-2.812266, -0.161306, -0.558907], [-4.667363, -3.282716, -5.233964], [-6.065028, -4.210427, -4.670809], [-1.189417, -6.502315, -4.215612], [-2.504037, -4.571845, -5.403802], [-2.119537, -3.824861, 1.198861], [2.204630, 1.847019, 1.888956], [1.208438, 1.889316, 3.028000], [2.061056, 1.264606, 4.469966], [3.432158, 1.408393, 4.617926], [4.044774, 0.869296, 5.736782], [3.286558, 0.196646, 6.689119], [1.918383, 0.046099, 6.519683], [1.296883, 0.571177, 5.394337], [1.120797, 3.604809, 3.521684], [0.080753, 4.000478, 4.348398], [-0.011488, 5.333503, 4.715997], [0.915311, 6.253188, 4.240752], [1.934168, 5.845216, 3.391320], [2.040124, 4.511291, 3.022813], [4.001882, 1.922620, 3.853458], [5.114300, 0.969309, 5.868503], [3.770077, -0.225680, 7.560301], [1.336583, -0.499324, 7.250735], [0.236873, 0.427288, 5.220008], [-0.651727, 3.276899, 4.685422], [-0.816061, 5.658442, 5.362389], [0.834180, 7.294341, 4.524709], [2.646061, 6.567156, 3.012345], [2.812317, 4.164561, 2.347158]], "forces_ev_per_a": [[-0.3, 0.4, -0.8], [0.0, 0.0, 0.0], [0.0, 0.0, 0.0], [0.1, -0.1, 0.0], [0.0, 0.0, -0.1], [-0.1, 0.2, 0.2], [0.0, 0.0, 0.1], [0.1, 0.0, 0.0], [0.0, 0.0, 0.0], [0.0, 0.0, 0.0], [-0.1, -0.1, 0.1], [-0.1, 0.0, 0.0], [0.1, 0.1, 0.0], [-0.2, 0.0, 0.0], [-0.1, -0.1, 0.1], [0.0, 0.1, 0.0], [0.0, -0.1, 0.0], [-0.8, -0.2, 0.4], [0.8, -0.2, 0.1], [0.0, 0.0, 0.0], [0.0, 0.0, 0.0], [0.0, 0.0, 0.0], [0.0, 0.0, 0.1], [0.0, 0.0, 0.0], [0.0, 0.0, 0.0], [0.1, 0.0, 0.0], [0.0, 0.1, -0.1], [0.0, 0.0, 0.0], [0.0, 0.0, 0.0], [0.4, 0.4, -0.4], [0.0, 0.0, 0.0], [0.0, 0.1, 0.1], [0.0, -0.2, -0.2], [0.0, 0.0, 0.0], [0.0, 0.1, 0.3], [-0.1, -0.1, 0.0], [0.2, -0.2, -0.3], [-0.2, 0.5, 0.7], [0.0, 0.0, -0.1], [0.0, 0.0, 0.0], [0.0, 0.0, 0.0], [0.0, 0.0, 0.0], [0.7, -0.2, -0.3], [0.0, 0.0, 0.0], [0.0, 0.0, 0.0], [0.0, 0.0, 0.0], [0.0, 0.0, 0.0], [0.0, 0.0, 0.0], [0.0, -0.1, 0.1], [-0.1, 0.1, 0.0], [0.0, 0.0, 0.0], [0.0, 0.1, 0.0], [-0.1, -0.2, 0.0], [0.4, -0.3, -0.3], [-0.1, 0.1, 0.2], [0.0, 0.1, -0.1], [0.1, 0.0, 0.1], [0.0, 0.0, 0.0], [0.0, 0.0, 0.0], [0.0, 0.0, 0.0], [0.0, 0.0, 0.0], [0.0, 0.0, 0.0], [0.0, 0.0, 0.0], [0.0, 0.0, 0.0], [0.1, -0.1, 0.0], [0.0, 0.0, 0.0], [0.0, 0.0, 0.0], [0.0, 0.0, 0.0], [0.0, 0.0, -0.1], [-0.1, 0.0, -0.1], [0.0, 0.0, 0.0], [0.0, 0.0, 0.0], [0.0, 0.0, 0.0], [0.0, 0.0, 0.0], [0.0, 0.0, 0.0], [0.0, 0.0, 0.0], [0.0, 0.0, 0.0], [0.0, 0.0, 0.0], [0.0, 0.0, 0.0], [-0.6, -0.3, -0.3], [-0.2, 0.2, 0.7], [0.1, 0.0, -0.1], [0.0, 0.0, 0.0], [0.0, 0.0, 0.0], [0.0, 0.0, 0.0], [0.0, 0.0, 0.0], [0.0, 0.0, 0.0], [0.1, 0.0, -0.1], [0.0, 0.0, 0.0], [0.0, 0.0, 0.0], [0.0, 0.0, 0.0], [0.0, 0.0, 0.0], [0.0, 0.0, 0.0], [0.0, 0.0, 0.0], [0.0, 0.0, 0.0], [0.0, 0.0, 0.0], [0.0, 0.0, 0.0], [0.0, 0.0, 0.0], [0.0, 0.0, 0.0], [0.0, 0.0, 0.0], [0.0, 0.0, 0.0], [0.0, 0.0, 0.0], [0.0, 0.0, 0.0]], "homo_lumo_gap_ev": 6.83, "e_homo_ev": -6.979}

Entry 5:
{"formula": "C5H6N", "method": "ωB97M-V/def2-TZVPD", "symbols": ["C", "C", "C", "N", "C", "C", "H", "H", "H", "H", "H", "H"], "positions_angstrom": [[3.099635, 0.941363, 0.231997], [2.712393, -0.187395, 0.104961], [1.727118, -1.181386, 0.024279], [0.602856, -0.734391, -0.334620], [-0.533964, -0.385335, -0.688382], [-1.475103, 0.157863, 0.342263], [3.710988, 1.796697, 0.311962], [1.891939, -2.088130, 0.490306], [-0.862018, -0.645984, -1.738572], [-0.978011, 0.958913, 0.747084], [-1.529970, -0.649691, 1.044945], [-2.383521, 0.405872, -0.215475]], "forces_ev_per_a": [[1.0, -0.4, -0.2], [0.1, 0.6, -0.2], [-0.5, 2.8, -0.1], [0.3, -1.6, -0.4], [-0.7, -0.9, -0.9], [-0.5, -1.5, -2.7], [0.1, 0.7, 0.1], [-0.2, -2.3, 0.4], [0.5, 0.6, 1.0], [0.7, 2.2, 1.3], [-0.7, -0.2, 0.7], [-0.1, 0.0, 0.9]], "charge": 1, "smiles": "C#CC=[N+]=CC", "homo_lumo_gap_ev": 9.92, "e_homo_ev": -15.323}

Q: Number 3 is which compound?
A: C2HFN2O2